Entry 1:
DFT (ωB97M-V/def2-TZVPD) results for an isolated molecule of C3H4N2O.

```
10
Properties=species:S:1:pos:R:3
O 2.11 0.08 -0.11
C 0.74 0.08 -0.05
C -0.19 -0.86 0.36
N -1.39 -0.24 0.24
N -1.31 1.02 -0.20
C -0.01 1.23 -0.38
H 2.12 -0.96 -0.25
H -0.10 -1.89 0.69
H -2.30 -0.63 0.43
H 0.35 2.18 -0.74
```

Values from the calculation:
net charge	0
E	-8202.134	eV
frontier orbital gap	0.34855	Eh
SMILES	Oc1cn[nH]c1
lowest unoccupied orbital energy	0.7346	eV
relative energy (zero: lowest compared OMol25 entry of this formula, charge and spin)	168.95	kJ/mol

=====

Entry 2:
DFT (ωB97M-V/def2-TZVPD) results for an isolated molecule of C22H25N3O2S.

```
53
Properties=species:S:1:pos:R:3
C -0.15 -2.34 -1.63
N -0.38 -2.34 -0.21
C 0.34 -1.72 0.76
N -0.19 -1.93 1.93
N -1.28 -2.69 1.76
C -1.40 -2.93 0.48
S -2.71 -3.77 -0.30
C -4.05 -2.61 0.24
C -3.56 -1.21 0.13
C -3.23 -0.48 1.26
C -2.66 0.78 1.15
C -2.40 1.35 -0.09
C -2.75 0.62 -1.22
C -3.31 -0.64 -1.12
H -3.56 -1.19 -2.01
H -2.58 1.02 -2.21
C -1.78 2.74 -0.16
C -1.53 3.21 -1.60
H -2.47 3.28 -2.15
H -0.86 2.54 -2.12
H -1.08 4.20 -1.58
C -2.72 3.74 0.52
H -2.88 3.49 1.56
H -2.31 4.74 0.46
H -3.69 3.74 0.02
C -0.43 2.72 0.57
H -0.54 2.42 1.61
H 0.02 3.71 0.56
H 0.26 2.03 0.09
H -2.42 1.31 2.05
H -3.39 -0.90 2.24
H -4.88 -2.82 -0.43
H -4.31 -2.87 1.27
C 1.56 -0.91 0.48
C 2.13 -0.31 1.77
H 1.39 0.32 2.26
O 3.24 0.50 1.48
C 4.13 -0.09 0.62
C 5.41 0.45 0.51
C 6.34 -0.13 -0.33
C 6.01 -1.26 -1.06
C 4.74 -1.79 -0.98
C 3.79 -1.20 -0.15
O 2.52 -1.74 -0.14
H 4.45 -2.66 -1.55
H 6.74 -1.72 -1.70
H 7.33 0.29 -0.40
H 5.64 1.32 1.10
H 2.41 -1.13 2.44
H 1.31 -0.09 -0.21
H -0.27 -1.34 -2.03
H 0.86 -2.69 -1.83
H -0.87 -3.01 -2.09
```

Values from the calculation:
net charge	0
E	-42620.236	eV
frontier orbital gap	0.33296	Eh
SMILES	Cn1c(SCc2ccc(C(C)(C)C)cc2)nnc1[C@H]1COc2ccccc2O1
lowest unoccupied orbital energy	0.5518	eV
relative energy (zero: lowest compared OMol25 entry of this formula, charge and spin)	69.31	kJ/mol

=====

Entry 3:
DFT (ωB97M-V/def2-TZVPD) results for a structure of composition C16H23BN3O10Pb.

```
54
Properties=species:S:1:pos:R:3
Pb 1.52 0.44 4.92
O 6.72 2.64 0.09
C 5.86 2.64 -0.80
O 5.81 3.19 -1.97
B 4.62 2.74 -2.74
O 3.82 2.04 -1.80
C 4.48 2.02 -0.62
O 4.04 1.50 0.40
O 5.02 1.95 -3.97
C 4.46 2.60 -5.09
O 4.52 2.26 -6.29
C 3.74 3.80 -4.59
O 3.86 3.90 -3.27
O 3.18 4.58 -5.36
O 0.65 3.38 6.92
H 0.00 3.92 7.42
O 4.77 1.57 6.18
H 4.38 1.02 6.89
C -5.25 -5.82 2.92
C -4.05 -5.04 2.69
C -3.20 -5.06 3.98
C -2.71 -3.71 4.41
N -2.38 -2.73 4.77
H -5.87 -5.34 3.68
H -4.85 -6.78 3.24
H -5.87 -5.96 2.03
H -4.24 -4.03 2.32
H -3.52 -5.54 1.88
H -2.34 -5.71 3.83
H -3.71 -5.44 4.87
C -1.65 -2.27 -2.33
C -0.83 -3.59 -2.09
C 0.59 -3.44 -1.55
C 0.49 -2.87 -0.21
N 0.39 -2.43 0.91
H -1.55 -1.67 -1.42
H -2.70 -2.51 -2.47
H -1.41 -1.57 -3.12
H -0.76 -4.06 -3.06
H -1.35 -4.19 -1.34
H 1.12 -2.81 -2.26
H 1.16 -4.36 -1.44
C -2.60 3.89 -2.01
C -1.12 4.42 -2.19
C -0.58 4.81 -0.82
C -0.77 3.74 0.22
N -0.88 2.88 1.02
H -2.70 2.91 -1.54
H -3.06 3.63 -2.96
H -3.29 4.64 -1.62
H -1.03 5.35 -2.75
H -0.44 3.69 -2.64
H -1.00 5.75 -0.45
H 0.49 5.02 -0.85
```

Values from the calculation:
net charge	-1
E	-47831.941	eV
frontier orbital gap	0.16531	Eh
lowest unoccupied orbital energy	-1.1101	eV

=====

Entry 4:
DFT (ωB97M-V/def2-TZVPD) results for a cluster of 6 separate species, C26H39N7O2 in total.

```
74
Properties=species:S:1:pos:R:3
N 3.02 -2.50 0.21
C 2.33 -1.51 -0.63
C 0.94 -1.19 -0.04
C 0.63 0.32 0.05
O -0.59 0.71 -0.60
C -1.70 0.72 0.21
O -2.22 1.75 0.52
C -2.29 -0.62 0.57
C -3.35 -0.96 -0.50
N -3.61 -2.41 -0.51
H 3.01 -2.16 1.17
H 3.99 -2.58 -0.06
H 2.91 -0.60 -0.77
H 2.18 -1.98 -1.61
H 0.87 -1.64 0.96
H 0.16 -1.66 -0.65
H 0.62 0.67 1.08
H 1.41 0.87 -0.49
H -2.77 -0.53 1.55
H -1.57 -1.42 0.61
H -2.99 -0.67 -1.49
H -4.25 -0.38 -0.27
H -4.21 -2.66 0.26
H -4.11 -2.65 -1.36
N -2.02 -1.40 -3.92
C -1.45 -0.17 -3.75
C -1.78 0.60 -4.84
C -2.58 -0.21 -5.70
C -2.71 -1.44 -5.10
H -1.93 -2.17 -3.28
H -0.87 0.06 -2.87
H -1.48 1.62 -5.00
H -3.01 0.08 -6.64
H -3.23 -2.32 -5.42
N -0.05 5.27 -1.11
C -0.32 3.93 -1.14
C 0.19 3.43 -2.31
C 0.80 4.51 -3.01
C 0.63 5.64 -2.24
H -0.32 5.89 -0.37
H -0.86 3.44 -0.35
H 0.13 2.40 -2.63
H 1.30 4.47 -3.96
H 0.94 6.66 -2.40
N 6.51 -1.80 -1.65
C 7.20 -2.36 -0.62
C 7.86 -1.36 0.05
C 7.55 -0.14 -0.62
C 6.72 -0.44 -1.66
H 5.94 -2.30 -2.31
H 7.17 -3.42 -0.44
H 8.49 -1.49 0.91
H 7.90 0.84 -0.36
H 6.25 0.18 -2.40
N -6.18 -2.07 2.40
C -5.51 -2.80 3.35
C -4.66 -1.95 4.01
C -4.82 -0.66 3.44
C -5.76 -0.76 2.45
H -6.87 -2.43 1.77
H -5.70 -3.85 3.48
H -4.01 -2.22 4.82
H -4.31 0.24 3.72
H -6.17 -0.03 1.78
N 1.34 0.16 5.09
C 2.23 1.19 5.23
C 1.80 2.22 4.44
C 0.60 1.79 3.80
C 0.35 0.52 4.23
H 1.41 -0.73 5.56
H 3.09 1.10 5.88
H 2.28 3.18 4.33
H -0.01 2.36 3.11
H -0.46 -0.16 3.99
```

Values from the calculation:
net charge	0
E	-42118.618	eV
frontier orbital gap	0.31105	Eh
SMILES	NCCCOC(=O)CCN.c1cc[nH]c1.c1cc[nH]c1.c1cc[nH]c1.c1cc[nH]c1.c1cc[nH]c1
lowest unoccupied orbital energy	0.6146	eV

=====

Entry 5:
DFT (ωB97M-V/def2-TZVPD) results for a structure of composition C29H46BN8O2S3W.

```
90
Properties=species:S:1:pos:R:3
W -0.18 0.81 -0.12
C 3.30 1.85 -0.77
C 2.59 1.07 -1.83
C 3.18 0.74 -3.05
C 2.20 0.05 -3.73
N 1.10 0.00 -2.97
N 1.33 0.61 -1.77
B -0.12 -0.90 -3.30
N -1.40 -0.16 -2.92
C -2.50 -0.13 -3.67
C -3.49 0.52 -2.97
C -2.91 0.86 -1.75
C -3.63 1.59 -0.66
N -1.64 0.44 -1.72
N -0.07 -2.25 -2.60
C 0.86 -3.23 -2.72
C 0.49 -4.26 -1.89
C -0.71 -3.82 -1.29
C -1.56 -4.51 -0.28
N -1.03 -2.61 -1.72
N -0.13 -1.14 -4.81
C -0.56 -2.25 -5.45
C -0.70 -1.94 -6.78
C -0.34 -0.57 -6.87
C -0.32 0.31 -8.08
N -0.01 -0.10 -5.68
H 4.31 1.45 -0.65
H 3.40 2.89 -1.08
H 2.80 1.80 0.19
H 4.17 0.97 -3.38
H 2.20 -0.39 -4.71
H -2.50 -0.56 -4.65
H -4.50 0.73 -3.28
H -4.38 2.23 -1.11
H -4.12 0.87 0.00
H -2.96 2.19 -0.05
H 1.70 -3.12 -3.38
H 1.00 -5.20 -1.75
H -1.95 -5.46 -0.67
H -1.00 -4.73 0.63
H -2.40 -3.87 -0.02
H -0.74 -3.16 -4.92
H -1.01 -2.59 -7.58
H -0.17 -0.28 -8.98
H -1.25 0.86 -8.17
H 0.49 1.03 -8.00
C -2.96 2.02 3.81
C -2.30 1.28 2.68
S -1.20 2.18 1.66
C -2.52 -0.01 2.39
C -3.42 -0.91 3.18
S -1.81 -0.69 0.95
H -2.53 3.01 3.94
H -2.86 1.48 4.75
H -4.03 2.15 3.62
H -4.44 -0.52 3.21
H -3.08 -0.99 4.22
H -3.46 -1.91 2.76
C 1.05 4.03 0.27
C 0.33 2.85 -0.30
O -0.45 2.89 -1.23
H 1.24 4.77 -0.51
H 1.96 3.73 0.77
H 0.37 4.46 1.01
C 0.32 2.82 5.55
C 1.20 3.32 4.42
C 2.21 2.28 3.96
S 1.42 0.90 3.08
O 1.60 1.24 1.62
C 2.68 -0.36 3.38
C 4.09 0.01 2.92
C 4.84 -1.20 2.37
H -0.34 3.60 5.91
H 0.93 2.47 6.39
H -0.30 1.99 5.22
H 1.76 4.21 4.73
H 0.59 3.62 3.56
H 2.75 1.85 4.81
H 2.94 2.68 3.26
H 2.31 -1.23 2.84
H 2.63 -0.60 4.45
H 4.65 0.44 3.75
H 4.02 0.77 2.14
H 4.98 -1.97 3.14
H 5.82 -0.92 1.99
H 4.28 -1.66 1.55
C 0.95 -0.99 0.34
H 0.81 -1.29 1.38
H 2.01 -0.80 0.14
H 0.61 -1.82 -0.28
```

Values from the calculation:
net charge	0
E	-81845.379	eV
frontier orbital gap (alpha / beta)	0.22850 / 0.25445	Eh
spin multiplicity	2
lowest unoccupied orbital energy (alpha / beta)	-0.0165 / 0.0203	eV
relative energy (zero: lowest compared OMol25 entry of this formula, charge and spin)	75.16	kJ/mol

=====

Entry 6:
DFT (ωB97M-V/def2-TZVPD) results for a structure of composition C66H71BrGe2IOS8W.

```
151
Properties=species:S:1:pos:R:3
W -0.72 -0.79 1.16
C -4.86 4.19 4.95
C -5.24 3.01 4.09
C -5.55 1.79 4.66
C -5.93 0.70 3.88
C -6.38 -0.58 4.54
C -5.96 0.84 2.49
C -5.66 2.08 1.90
C -5.77 2.29 0.41
C -5.31 3.14 2.71
C -6.54 -0.26 1.67
C -7.93 -0.23 1.54
C -8.61 -1.21 0.85
C -7.91 -2.24 0.27
C -6.51 -2.31 0.36
C -5.84 -1.32 1.07
Ge -3.87 -1.49 1.36
S -2.81 0.45 1.27
S -3.62 -2.68 3.28
Ge -1.76 -3.65 2.41
S -0.12 -2.28 2.98
S -2.25 -2.84 0.28
C -1.31 -5.57 2.77
C -0.92 -5.83 4.09
C -0.55 -7.12 4.44
C -0.55 -8.13 3.49
C -0.90 -7.84 2.18
C -1.28 -6.55 1.80
C -1.58 -6.32 0.36
C -2.81 -6.74 -0.17
C -3.87 -7.29 0.74
C -3.00 -6.67 -1.54
C -2.01 -6.21 -2.40
C -2.22 -6.19 -3.89
C -0.80 -5.79 -1.85
C -0.56 -5.86 -0.48
C 0.81 -5.56 0.07
C -0.86 -4.73 5.09
C -2.02 -4.29 5.73
C -3.33 -5.04 5.59
C -1.94 -3.22 6.61
C -0.72 -2.61 6.90
C -0.63 -1.46 7.87
C 0.43 -3.10 6.30
C 0.39 -4.16 5.40
C 1.65 -4.67 4.77
C -5.90 -3.42 -0.42
C -5.34 -3.15 -1.68
C -5.02 -1.75 -2.11
C -5.16 -4.20 -2.57
C -5.56 -5.50 -2.26
C -5.57 -6.57 -3.31
C -6.00 -5.76 -0.97
C -6.16 -4.74 -0.03
C -6.64 -5.05 1.36
H -4.63 3.87 5.97
H -5.69 4.89 5.00
H -4.00 4.72 4.55
H -5.52 1.68 5.74
H -6.13 -0.58 5.60
H -5.93 -1.45 4.06
H -7.46 -0.68 4.44
H -5.76 1.34 -0.14
H -4.94 2.89 0.05
H -6.69 2.81 0.17
H -5.09 4.11 2.26
H -8.47 0.59 2.01
H -9.69 -1.17 0.78
H -8.42 -3.01 -0.30
H -0.28 -7.33 5.47
H -0.25 -9.13 3.76
H -0.88 -8.61 1.42
H -4.07 -6.61 1.57
H -3.56 -8.24 1.17
H -4.79 -7.45 0.19
H -3.93 -7.02 -1.96
H -2.97 -6.92 -4.18
H -1.29 -6.41 -4.41
H -2.56 -5.20 -4.21
H -0.01 -5.44 -2.51
H 1.41 -5.01 -0.66
H 1.33 -6.49 0.31
H 0.76 -4.97 0.98
H -3.46 -5.45 4.59
H -4.17 -4.39 5.81
H -3.34 -5.87 6.29
H -2.84 -2.86 7.11
H -1.61 -1.04 8.07
H 0.03 -0.68 7.48
H -0.21 -1.81 8.81
H 1.39 -2.64 6.53
H 2.50 -4.04 5.03
H 1.57 -4.70 3.68
H 1.87 -5.69 5.10
H -4.27 -1.29 -1.46
H -5.91 -1.12 -2.07
H -4.63 -1.74 -3.12
H -4.75 -3.99 -3.55
H -6.45 -6.45 -3.94
H -5.62 -7.56 -2.87
H -4.70 -6.51 -3.96
H -6.28 -6.77 -0.70
H -6.43 -6.09 1.61
H -7.72 -4.89 1.46
H -6.14 -4.40 2.09
S -1.48 -0.29 -1.25
S -0.48 -1.47 -2.61
S 1.38 -1.50 -1.78
S 0.91 -2.28 0.08
C -1.89 0.61 4.56
C -1.12 1.92 4.35
C -1.58 2.81 3.19
C 0.37 1.70 4.20
C 1.12 2.34 5.17
C 2.50 2.29 5.18
C 3.13 1.57 4.19
C 2.45 0.92 3.17
C 3.40 0.15 2.26
C 3.20 0.35 0.76
C 3.41 -1.33 2.65
C 1.03 0.98 3.16
O 0.28 0.35 2.14
H -2.96 0.77 4.50
H -1.65 0.21 5.55
H -1.61 -0.15 3.85
H -1.28 2.50 5.26
H -1.27 2.40 2.23
H -1.11 3.79 3.29
H -2.66 2.94 3.18
H 0.60 2.89 5.94
H 3.07 2.81 5.94
H 4.21 1.51 4.20
H 4.40 0.55 2.48
H 2.20 0.11 0.45
H 3.88 -0.30 0.20
H 3.41 1.38 0.48
H 2.53 -1.83 2.26
H 3.40 -1.44 3.74
H 4.29 -1.83 2.25
Br 3.19 3.10 -2.29
C 2.98 3.84 -0.56
C 4.01 4.62 -0.04
C 3.90 5.15 1.23
C 2.77 4.89 2.00
C 1.75 4.11 1.48
C 1.85 3.58 0.21
I 0.29 2.33 -0.53
H 4.88 4.80 -0.64
H 4.69 5.77 1.63
H 2.68 5.30 3.00
H 0.87 3.90 2.09
```

Values from the calculation:
net charge	+1
E	-351327.355	eV
frontier orbital gap	0.19023	Eh
lowest unoccupied orbital energy	-5.1753	eV
relative energy (zero: lowest compared OMol25 entry of this formula, charge and spin)	0.00	kJ/mol